Formula: C4H8N2O
Source: OMol25
Level of theory: ωB97M-V/def2-TZVPD

- E_HOMO (eV) = -9.33
- lowest unoccupied orbital energy (eV) = 0.55
- total energy (a.u.) = -341.78627
- ΔE to the lowest compared entry with this formula, charge and spin (kcal/mol) = 136.4
- SMILES string = O=NN1CCCC1

Structure (ORCA input):
```
! RIJCOSX wB97M-V def2-TZVPD def2/J DEFGRID3
* xyz 0 1
O -0.767 2.242 -0.486
N 0.192 0.376 -0.299
H -0.854 -2.420 -0.750
C -1.107 -0.402 0.079
N 0.361 1.753 -0.317
H 1.321 -2.445 0.414
C -0.657 -1.787 0.264
H 1.813 0.342 0.663
H 1.008 -1.308 1.588
C 0.776 -1.518 0.622
H -1.953 -0.210 -0.588
H -1.529 -1.944 1.133
H 1.874 -0.587 -0.981
H -1.689 -0.118 1.112
C 1.367 -0.318 -0.029
*
```